{
  "formula": "C29H32N5O2PPdS",
  "method": "ωB97M-V/def2-TZVPD",
  "total_charge": -2,
  "multiplicity": 1,
  "species": ["N", "H", "H", "C", "H", "H", "C", "C", "N", "C", "H", "H", "C", "H", "C", "C", "C", "C", "C", "C", "H", "C", "H", "H", "O", "H", "H", "C", "C", "H", "H", "P", "H", "C", "H", "N", "H", "H", "C", "H", "C", "O", "H", "H", "C", "H", "H", "C", "N", "C", "C", "H", "H", "C", "C", "H", "C", "C", "C", "C", "C", "H", "H", "N", "H", "Pd", "H", "H", "C", "S", "H"],
  "xyz": [[2.865289, 5.199795, 1.834771], [-1.827818, 4.817167, 0.789728], [-5.266682, -2.450454, 0.339138], [3.625477, 2.853384, 1.444928], [0.398700, -1.306224, -0.772803], [-5.740051, 0.004159, 0.578059], [-1.004986, 4.111857, 0.766993], [6.510252, 3.492052, 4.893666], [-0.265867, -2.952367, -1.988254], [-1.229745, 2.788514, 0.363882], [9.152097, 2.216323, 6.312386], [9.004544, 2.598383, 4.580776], [1.714929, -2.993771, 1.038281], [-4.114997, -2.558894, 1.707283], [4.258861, 3.963401, 4.188702], [0.341696, -2.361615, -0.972384], [3.334886, 1.581190, 1.040293], [1.465530, 2.110934, 5.568842], [0.216146, 0.050294, 4.045948], [0.260094, 4.489164, 1.143167], [6.464902, 5.790242, 2.407084], [6.098555, 5.076654, 3.135463], [1.270609, -1.269543, 5.357959], [1.497127, -1.989017, 1.375610], [7.304270, 2.765172, 5.756452], [1.935487, 2.895690, 6.151260], [-3.669697, -3.219768, 0.136385], [2.008273, 1.158132, 0.682215], [1.687592, 0.773833, 5.865085], [9.035751, 3.910876, 5.783468], [-4.667339, 0.292844, 1.973688], [-3.424095, -0.801617, 0.176664], [-3.451249, -1.487407, -2.160362], [6.996911, 4.388172, 3.956434], [3.197245, 3.766994, 4.263345], [0.922946, -3.274831, -0.148434], [1.008631, -5.412124, -0.185790], [-0.640155, 1.672997, 2.939473], [0.669471, -4.514049, -0.673835], [1.441514, -3.693950, 1.826614], [-4.730346, 0.304313, 0.885114], [1.739565, -0.000151, 0.342102], [-0.461919, -5.032227, -2.483210], [4.113332, 0.830867, 0.970330], [8.693463, 2.888303, 5.589653], [-2.216809, 2.447875, 0.067523], [4.659164, 3.077927, 1.668592], [-0.061359, -4.294030, -1.804647], [-0.272922, 1.891693, 0.335927], [0.016331, 1.417205, 3.757405], [1.083413, -0.228168, 5.119200], [0.460554, 3.455687, 4.227204], [0.474833, 5.496340, 1.473812], [-4.208908, -2.409945, 0.631730], [-4.012572, -0.753231, -1.579266], [8.057675, 4.567839, 3.849571], [1.310375, 3.548790, 1.114084], [4.735024, 4.861148, 3.225323], [5.135905, 3.289056, 5.010891], [0.630337, 2.417165, 4.496016], [2.656998, 3.880276, 1.530080], [2.779101, -3.075971, 0.806039], [-4.548907, 1.329947, 0.555719], [3.842518, 5.691152, 2.475381], [-3.800541, 0.231210, -2.001072], [-1.414685, -0.518297, 0.943079], [4.766913, 2.581922, 5.743952], [2.345478, 0.502992, 6.686170], [0.972572, 2.244372, 0.709100], [-0.587002, -1.239738, 3.189933], [-5.087082, -0.963311, -1.667415]],
  "forces_ev_per_angstrom": [[0.0277, 0.0951, -0.0013], [0.0070, 0.0080, -0.0035], [0.0081, -0.0108, 0.0251], [-0.0252, -0.0278, -0.0094], [0.0219, 0.1725, 0.0179], [0.0139, -0.0054, -0.0205], [0.0470, 0.0206, 0.0194], [0.0802, 0.0204, -0.0142], [0.0673, 0.1201, 0.0008], [0.0416, 0.1066, -0.0199], [0.0033, -0.0032, 0.0053], [0.0107, 0.0010, -0.0103], [-0.0420, -0.1063, -0.1151], [0.0115, 0.0308, 0.0237], [0.1189, -0.0924, 0.1153], [-0.0961, -0.6716, -0.0824], [-0.0051, 0.0457, 0.0190], [-0.0644, 0.0762, -0.0880], [0.0875, 0.2637, 0.1501], [-0.0583, -0.0259, -0.0201], [0.0050, -0.0022, 0.0000], [0.0614, -0.0402, 0.0545], [0.0053, 0.0145, 0.0172], [-0.0396, 0.0901, 0.0633], [0.0239, 0.0020, -0.0046], [0.0026, 0.0049, -0.0094], [0.0176, 0.0273, 0.0015], [-0.3330, 0.1760, -0.0930], [-0.0097, -0.1557, -0.0066], [0.0132, 0.0066, -0.0024], [0.0575, -0.0341, 0.0017], [0.1696, -0.0667, -0.0414], [0.0302, 0.0034, 0.0307], [-0.0646, -0.0020, -0.0054], [0.0043, 0.0105, 0.0023], [0.0111, 0.2090, -0.0792], [0.0024, -0.0155, -0.0140], [-0.0887, 0.0179, -0.1031], [0.0464, 0.0493, 0.1094], [0.0119, 0.0251, 0.0077], [-0.0149, 0.0457, -0.0406], [0.0856, 0.3311, 0.0150], [-0.0086, 0.0282, -0.0179], [0.0142, 0.0146, 0.0130], [-0.0615, -0.0046, 0.0125], [-0.0076, -0.0140, 0.0084], [-0.0031, 0.0446, 0.0044], [-0.0639, -0.0260, -0.0419], [0.2097, -0.2596, 0.0770], [0.1007, -0.1590, 0.1274], [0.0174, -0.0651, 0.0155], [-0.0325, -0.0191, -0.0185], [0.0072, -0.0014, -0.0045], [-0.0688, -0.0587, -0.1003], [-0.0752, -0.0308, -0.0351], [0.0050, 0.0131, -0.0111], [0.0458, 0.1292, 0.0469], [-0.1327, 0.2223, -0.1745], [-0.1276, 0.0235, -0.0193], [0.0249, -0.0032, 0.0322], [-0.0897, -0.1242, -0.0326], [0.0010, -0.0259, 0.0216], [-0.0112, -0.0065, 0.0021], [0.0774, -0.2194, 0.0884], [-0.0033, 0.0071, 0.0091], [-0.2150, 0.1621, 0.4392], [0.0056, -0.0056, -0.0130], [-0.0069, -0.0072, -0.0072], [0.1503, -0.4117, -0.1061], [-0.0214, 0.0672, -0.1971], [0.0172, 0.0158, -0.0139]]
}

{
  "formula": "C29H32N6O4",
  "method": "ωB97M-V/def2-TZVPD",
  "smiles": "CCOc1ccc([C@H](C(=O)NC2CCCCC2)N(C(=O)c2ccco2)c2ccc(-n3cnnn3)c(C)c2)cc1",
  "total_charge": 0,
  "multiplicity": 1,
  "species": ["H", "N", "H", "H", "H", "C", "H", "C", "C", "H", "C", "H", "C", "C", "H", "C", "C", "C", "N", "H", "H", "C", "C", "H", "H", "C", "N", "H", "H", "O", "H", "H", "H", "C", "H", "O", "C", "O", "C", "H", "C", "C", "C", "C", "N", "C", "H", "H", "H", "N", "H", "N", "H", "C", "C", "H", "C", "H", "H", "C", "C", "C", "C", "O", "H", "H", "C", "H", "H", "C", "H"],
  "xyz": [[-0.435385, 3.810027, 0.599230], [3.994067, -2.341518, -4.192975], [0.040551, 2.069575, 3.943881], [1.983281, 0.930093, -5.579433], [-3.095466, 1.278506, -3.135405], [2.093161, -2.341733, -0.131743], [1.330310, 2.658998, 1.904647], [4.004511, -3.459016, -2.407484], [-0.779343, 5.393523, 2.025205], [4.255558, -4.153882, -1.637040], [-2.103440, -4.805146, 2.746322], [3.747690, -3.421725, 0.690894], [-2.284243, 1.149271, -2.436554], [-0.500471, -2.172074, -1.197416], [-2.716762, -0.113184, 1.371160], [0.128096, 4.368930, 1.350824], [-1.659755, -3.845149, 1.871010], [-1.514333, -6.018450, 2.335206], [2.953851, -1.980344, -3.572610], [-0.191396, 5.983996, 2.731538], [-3.510287, 0.370733, -0.876524], [-0.412379, 2.696199, 3.167466], [0.058529, 1.347901, -1.950724], [0.944567, 4.879331, 0.836233], [-0.814834, 4.262747, 4.566683], [0.997872, -2.096682, 0.685505], [2.909823, -2.660558, -2.417102], [1.066996, 1.613692, -2.223333], [-1.190624, 6.076291, 1.279154], [-0.887184, 1.937457, -4.125854], [0.649045, 0.739624, 0.000954], [-1.858568, 2.188765, 1.718054], [-2.532379, 5.439881, 3.280604], [1.048634, 0.756951, -5.054602], [0.390543, 0.175101, -5.694750], [-0.840204, -4.408044, 0.952018], [-1.363435, 3.711406, 3.801071], [0.089227, -0.055542, 2.732849], [-1.668045, -0.182385, 1.055555], [3.481621, -1.834441, 1.398577], [-0.283595, -1.996999, 0.165148], [0.701056, 3.408060, 2.388241], [-1.913597, 4.698025, 2.772053], [-0.761382, -5.713307, 1.241168], [-1.145918, 1.789451, 2.307131], [0.391557, 2.091464, -4.717690], [1.320297, 3.962633, 3.095626], [4.213186, -1.972576, -0.205243], [-0.148061, -6.318017, 0.602031], [4.671163, -3.258068, -3.513820], [1.042812, 2.701266, -4.079865], [-1.363871, -1.610848, 0.995151], [-2.763803, -4.639760, 3.571775], [-0.179401, 0.852717, -0.682995], [0.573184, -2.411698, -2.026613], [-1.497957, -2.100418, -1.600337], [-0.992814, 1.482776, -2.854156], [-2.554897, 4.179376, 2.054983], [-2.183703, 3.182812, 4.290125], [-0.801694, 0.503345, 2.130588], [-2.008931, -2.417548, 1.879383], [-2.508659, 0.647654, -1.172613], [3.465823, -2.392559, 0.466045], [-2.877977, -1.993224, 2.622927], [0.437378, -2.522858, -3.091429], [1.259568, 0.176429, -4.160113], [-1.454571, 0.473902, -0.282553], [1.139979, -1.930545, 1.742698], [-1.633980, -6.981402, 2.787173], [1.858435, -2.490237, -1.500480], [0.190976, 2.651030, -5.635431]],
  "forces_ev_per_angstrom": [[-0.0036, -0.0150, -0.1014], [0.1933, 0.3582, -0.9075], [-0.0958, 0.1252, -0.1043], [0.1403, -0.0063, -0.0543], [-0.0965, 0.0196, -0.0933], [0.0189, 0.0093, -0.2805], [0.0750, -0.0400, 0.0645], [-0.5033, 0.3535, -0.1588], [-0.1790, -0.1356, -0.2501], [0.0261, -0.1460, 0.2399], [0.1863, 0.7190, -0.4458], [0.1080, -0.0386, 0.0337], [0.1315, 0.0474, -0.2495], [0.1777, -0.0713, 0.2054], [0.2191, 0.0785, -0.0813], [0.1650, 0.1650, 0.2306], [-0.6077, -0.6709, 0.9841], [0.3212, -0.0005, -0.4231], [-1.0359, 0.7138, 0.2337], [0.0291, 0.0882, 0.0345], [-0.1209, -0.0408, 0.0334], [0.3592, -0.0015, 0.3410], [0.1405, 0.1272, -0.2180], [-0.0205, -0.0510, -0.0977], [0.0190, 0.0180, 0.0539], [-0.2134, 0.0415, -0.1383], [1.3040, -0.6431, -0.3106], [0.1027, 0.0183, -0.0845], [0.0309, 0.0817, 0.0380], [-0.2844, -0.0226, 0.1674], [0.1361, -0.0189, 0.0721], [0.0052, -0.1633, -0.0790], [-0.1061, -0.0539, -0.0561], [-0.2862, 0.2845, 0.2119], [-0.0445, -0.0679, -0.0860], [0.0457, 0.0501, -0.1866], [-0.1098, -0.1368, -0.1487], [0.3042, -0.1845, 0.1718], [-0.0844, -0.1131, 0.1448], [0.0361, 0.0143, 0.0464], [0.5351, -0.1631, -0.3722], [-0.1566, -0.1458, -0.1212], [0.2066, 0.1682, 0.2120], [-0.2114, -0.5788, 0.4363], [-0.1842, 0.4102, 0.1367], [0.4201, -0.0978, -0.2649], [0.0863, 0.0218, 0.0455], [0.0663, 0.0176, 0.0284], [0.1000, 0.0140, -0.1427], [0.6609, -0.7700, 0.5362], [-0.0980, 0.0025, -0.0555], [-0.1437, 0.3341, -0.0388], [-0.1476, 0.1166, 0.1483], [-0.2834, 0.1178, 0.0038], [0.0597, -0.0788, 0.0143], [-0.1117, 0.0361, -0.0216], [-0.2162, -0.1108, 0.1513], [-0.1202, 0.0164, -0.0543], [0.0389, -0.0145, 0.0908], [-0.5475, 0.0052, -0.2625], [-0.0473, 0.0740, -0.2192], [0.1693, 0.0012, 0.1124], [0.0330, -0.0291, 0.0122], [0.0871, -0.1442, 0.1496], [-0.0187, -0.0209, -0.0818], [0.0689, -0.0737, 0.0206], [-0.0485, 0.2063, 0.0258], [-0.0035, 0.0378, 0.0711], [0.0238, -0.2268, 0.0404], [-0.7789, 0.1902, 0.4786], [0.0782, -0.0079, 0.1690]]
}

no.,LUMO (eV),HOMO (eV)
1,3.93,-0.63
2,0.49,-8.58